This record from OMol25 describes a 40-piece molecular cluster, H80O40 overall. The level of theory is ωB97M-V with the def2-TZVPD basis set.

```
! wB97M-V def2-TZVPD RIJCOSX def2/J DEFGRID3
* xyz 0 1
H -3.012 -4.796 -3.129
H -3.266 -3.406 -3.202
O -3.291 -4.147 -3.805
H -3.885 3.566 -0.946
H -3.982 4.782 -1.703
O -4.213 4.482 -0.837
H 1.347 -4.197 1.655
H 2.450 -3.386 1.164
O 1.697 -3.316 1.756
H -4.350 0.944 -0.345
H -2.946 0.999 -0.936
O -3.720 1.605 -0.773
H 4.435 -1.611 -2.014
H 6.094 -1.268 -1.640
O 5.329 -1.935 -1.783
H 3.800 -1.245 -5.128
O 3.937 -0.309 -4.926
H -0.808 0.118 1.981
O -0.672 0.693 1.211
H -0.893 -3.243 1.335
H -0.157 -3.505 -0.015
O -0.979 -3.256 0.355
H 6.278 1.455 2.193
H 4.718 1.612 2.641
O 5.448 1.845 2.081
H -2.965 1.093 -2.687
H -1.766 0.351 -2.072
O -2.158 0.606 -2.890
H -2.000 -5.609 0.784
H -2.828 -4.663 1.357
O -2.831 -5.640 1.243
H 2.267 -4.448 -1.110
O 1.737 -3.901 -0.581
H 1.858 1.541 5.811
H 2.164 1.496 4.202
O 1.674 1.168 4.937
H 5.711 -0.536 0.765
H 5.888 0.720 -0.126
O 5.494 -0.130 -0.096
H 2.286 1.642 -1.088
H 1.113 0.629 -0.824
O 1.635 1.130 -1.582
H 1.568 4.940 -2.686
H 2.507 4.031 -1.840
O 2.234 4.944 -2.035
H -0.030 5.538 3.644
H -1.464 5.345 4.352
O -0.734 4.897 3.737
H -1.682 -1.797 -2.547
H -1.708 -2.469 -1.297
O -2.321 -2.242 -1.998
H 3.871 -2.550 1.187
O 4.808 -2.482 1.396
H -3.094 -0.778 1.227
H -3.063 -1.658 -0.006
O -2.747 -0.764 0.291
H 1.296 2.784 2.440
O 2.090 3.103 2.779
H -2.711 0.915 1.892
H -3.204 0.686 3.501
O -2.769 1.124 2.788
H -0.896 2.890 -0.224
H -1.731 4.121 -0.628
O -1.286 3.350 -1.012
H -0.025 1.868 -2.799
H 0.126 3.250 -2.914
O 0.032 2.540 -3.533
H -4.632 -1.211 -3.324
H -5.808 -0.356 -3.160
O -5.279 -0.921 -2.629
H 3.343 -0.650 -1.614
H 1.773 -1.088 -1.972
O 2.692 -1.283 -2.099
H -6.019 -1.789 0.519
H -5.434 -2.783 1.407
O -5.344 -1.851 1.353
H -0.415 -1.206 -0.423
H 0.055 -0.951 -1.754
O 0.378 -0.939 -0.824
H -0.680 0.106 -3.749
H 0.825 -0.400 -3.553
O -0.103 -0.582 -3.293
H 1.618 1.466 -5.608
H 1.010 0.346 -5.026
O 1.696 0.456 -5.691
H 2.814 -1.283 2.183
H 1.499 -1.121 1.326
O 1.976 -0.847 2.116
H -1.714 -1.058 4.590
O -2.451 -0.408 4.984
H -1.523 -2.061 3.449
H -3.200 -2.214 3.165
O -2.292 -2.489 3.035
H 5.088 -2.790 0.526
H 3.486 0.303 -5.548
H 2.338 3.999 2.708
H -1.593 0.592 0.926
H 1.509 -3.156 -1.197
H -1.854 0.259 5.386
O 0.484 -3.556 4.707
H 0.895 -4.205 4.077
H 1.352 -3.371 5.082
O -1.980 3.903 -4.501
H -1.380 3.499 -3.708
H -2.693 3.264 -4.352
O 2.389 -3.053 -3.767
H 2.049 -2.287 -4.253
H 3.264 -2.705 -3.531
O 3.062 2.252 0.429
H 2.405 2.666 0.999
H 3.296 1.383 0.911
O -3.679 3.698 2.283
H -4.390 4.287 2.479
H -3.278 3.873 1.467
O -0.019 -0.958 3.787
H 0.285 -0.787 4.691
H 0.835 -0.925 3.294
O -0.591 3.323 1.931
H -1.254 3.647 2.662
H -0.517 2.442 2.154
*
```

Summary:
- largest force on an atom (hartree/bohr) = 0.090
- Kohn-Sham gap (eV) = 10.09
- total energy (eV) = -83193.8609
- highest occupied orbital energy (Eh) = -0.3852
- ΔE to the lowest compared entry with this formula, charge and spin (kcal/mol) = 275.7

---

This record from OMol25 describes a 40-piece molecular cluster, H80O40 overall. The level of theory is ωB97M-V with the def2-TZVPD basis set.

```
! wB97M-V def2-TZVPD RIJCOSX def2/J DEFGRID3
* xyz 0 1
H 1.770 2.876 5.401
H 0.716 1.897 5.719
O 1.149 2.237 4.924
H -4.449 -0.627 -3.665
H -4.292 0.832 -3.888
O -4.901 0.092 -4.123
H -2.935 -1.775 -5.005
H -2.566 -1.123 -6.125
O -2.323 -1.913 -5.691
H -0.868 1.678 2.421
H -0.680 0.417 2.807
O -1.461 0.744 2.344
H 1.758 2.639 -4.350
H 2.647 1.185 -4.492
O 2.427 1.994 -4.097
H 2.326 -0.716 -2.858
O 1.485 -0.814 -3.333
H 0.759 2.589 -0.907
O 0.957 2.746 -1.736
H 6.014 -0.704 -0.217
H 5.122 0.437 -0.787
O 5.491 -0.336 -1.024
H 3.597 5.557 1.612
H 2.930 5.321 0.102
O 2.782 5.524 1.026
H 4.675 -2.968 1.671
H 4.987 -1.531 2.298
O 5.199 -2.566 2.271
H 0.662 -5.849 1.794
H 1.913 -6.396 1.276
O 1.631 -5.693 1.981
H 3.508 3.105 -2.882
O 3.415 3.732 -2.245
H 3.564 2.983 4.206
H 2.673 1.795 4.036
O 3.571 1.972 4.147
H -2.693 3.572 -5.100
H -1.488 3.438 -4.004
O -1.776 3.764 -4.821
H -0.240 2.766 0.945
H -1.798 2.916 0.662
O -0.908 2.987 0.386
H 2.388 0.443 -6.580
H 2.082 -1.222 -6.063
O 1.768 -0.363 -6.407
H 1.617 -4.218 -2.659
H 2.080 -5.654 -2.002
O 1.453 -4.935 -1.938
H -0.536 4.620 -0.402
H 0.814 5.274 0.334
O 0.043 5.462 -0.310
H 3.203 -4.318 0.243
O 3.266 -3.933 1.111
H 3.133 1.070 -0.104
H 2.810 -0.358 0.075
O 2.587 0.424 0.249
H -6.163 1.252 -2.752
O -6.473 0.503 -2.391
H -4.714 -4.475 -0.042
H -3.970 -5.382 0.756
O -4.613 -5.371 -0.029
H -0.427 4.451 2.578
H 0.955 3.939 3.171
O 0.186 3.726 2.740
H 1.744 0.553 2.932
H 1.375 0.223 1.460
O 1.059 0.334 2.307
H -2.076 -3.440 -0.998
H -1.586 -4.391 -2.113
O -2.350 -3.921 -1.752
H 4.804 -0.219 3.193
H 3.228 -0.739 2.892
O 4.053 -0.323 2.494
H -2.168 -3.488 4.592
H -1.777 -3.899 3.336
O -2.065 -4.336 3.981
H -1.387 2.682 4.777
H -2.709 2.611 4.224
O -2.168 2.357 4.851
H 0.294 -1.364 5.586
H 0.750 -2.252 4.493
O 0.912 -1.470 4.906
H -3.029 0.984 0.774
H -3.260 2.004 -0.077
O -3.640 1.781 0.781
H 4.077 -1.579 -1.512
H 2.787 -2.174 -0.756
O 3.156 -1.552 -1.397
H -3.222 -1.621 5.930
O -2.925 -1.956 5.157
H 2.216 -2.197 0.927
H 0.952 -1.241 1.093
O 1.229 -2.047 0.648
H 2.692 -4.511 1.667
H 0.874 -0.665 -2.701
H -5.888 0.411 -1.709
H 1.368 2.125 -2.198
H 2.478 3.489 -1.815
H -2.720 -1.075 4.732
O -3.012 1.035 -2.529
H -2.408 0.334 -2.130
H -2.772 1.437 -3.263
O -1.522 -2.141 0.439
H -0.810 -1.968 0.899
H -1.436 -1.229 -0.066
O -1.909 -1.199 -1.941
H -0.891 -1.230 -1.818
H -2.332 -2.052 -2.232
O -4.983 1.155 2.948
H -4.575 0.519 3.277
H -5.416 1.603 3.544
O -3.346 4.756 0.125
H -3.209 5.524 -0.471
H -2.742 5.002 0.830
O -0.553 0.037 -4.749
H 0.394 0.104 -4.982
H -0.868 -0.849 -4.893
O -0.105 -2.914 -1.479
H -0.566 -3.025 -0.554
H 0.146 -3.716 -1.913
*
```

Summary:
- largest force on an atom (hartree/bohr) = 0.223
- Kohn-Sham gap (eV) = 8.27
- total energy (eV) = -83185.7442
- highest occupied orbital energy (Eh) = -0.3381
- ΔE to the lowest compared entry with this formula, charge and spin (kcal/mol) = 462.9